[1]
ORCA calculation (ωB97M-V/def2-TZVPD) on 2 unconnected molecules or ions with the total composition C5H11B at a distorted geometry.

net charge = 0
HOMO-LUMO gap (spin up / spin down) = 7.535 / 7.535 eV
LUMO level (spin up / spin down) = 0.26 / 0.26 eV
E_tot = -6035.6383 eV

Last columns: bonded neighbours and bond lengths (Å).
Atoms and positions in Å:
1 B 0.1497 -0.2280 -0.3932  C3 1.503, C6 1.551
2 C 1.3734 -2.4707 -0.0451  C3 1.339, H7 1.078, H8 1.076
3 C 0.4347 -1.6899 -0.5954  B1 1.503, C2 1.339, H9 1.091
4 C -0.4342 -0.1678 2.2213  H10 1.073, H11 1.071, H12 1.071
5 C -0.7420 2.2409 -0.7080  C6 1.532, H13 1.086, H14 1.089, H15 1.088
6 C -0.0751 1.0008 -1.3124  B1 1.551, C5 1.532, H16 1.097, H17 1.095
7 H 1.4187 -3.5324 -0.2275  C2 1.078
8 H 2.1399 -2.0685 0.5935  C2 1.076
9 H -0.3051 -2.1958 -1.2175  C3 1.091
10 H -0.0259 0.7808 2.5111  C4 1.073
11 H 0.1075 -1.0353 2.5376  C4 1.071
12 H -1.5028 -0.2408 2.2189  C4 1.071
13 H -0.1340 2.6522 0.0924  C5 1.086
14 H -0.8813 3.0105 -1.4664  C5 1.089
15 H -1.7162 1.9850 -0.2973  C5 1.088
16 H -0.6874 0.6584 -2.1562  C6 1.097
17 H 0.8801 1.3006 -1.7557  C6 1.095

---

[2]
ORCA calculation (ωB97M-V/def2-TZVPD) on 3 unconnected molecules or ions with the total composition C5H9NO at a distorted geometry.

net charge = 0
HOMO-LUMO gap = 10.283 eV
SMILES string = C=CC#N.[H][H].CC=O
LUMO level = 0.18 eV
E_tot = -8866.0479 eV

Last columns: bonded neighbours and bond lengths (Å).
Atoms and positions in Å:
1 C -1.8635 -0.2299 -0.5486  C2 1.505, H8 1.093, H9 1.097, H10 1.094
2 C -1.4101 -0.6021 0.8369  C1 1.505, O3 1.210, H11 1.112
3 O -0.9488 -1.6793 1.1377  C2 1.210
4 C 1.2959 1.0801 0.6201  C5 1.332, C6 1.438, H13 1.086
5 C 2.1224 0.1707 0.1050  C4 1.332, H14 1.085, H15 1.086
6 C 0.5932 2.0310 -0.1977  C4 1.438, N7 1.159
7 N -0.0008 2.7887 -0.8428  C6 1.159
8 H -1.8742 0.8535 -0.6937  C1 1.093
9 H -2.8835 -0.6082 -0.6871  C1 1.097
10 H -1.2255 -0.7055 -1.2990  C1 1.094
11 H -1.5441 0.1796 1.6163  C2 1.112
12 H 0.6430 -2.2766 -0.2630  H16 0.747
13 H 1.1018 1.1302 1.6879  C4 1.086
14 H 2.6260 -0.5426 0.7495  C5 1.085
15 H 2.3080 0.1053 -0.9631  C5 1.086
16 H 1.2599 -2.2658 -0.6836  H12 0.747